The following is a quantum chemistry calculation of 2 unconnected molecules or ions with the total composition C5H14, from OMol25.

As for the lowest unoccupied orbital energy: 1.13 eV. The HOMO energy comes out at -10.966 eV. The calculation puts the relative energy (zero: lowest compared OMol25 entry of this formula, charge and spin) at 164.0 kJ/mol. As for the total charge: 0.

CARTESIAN COORDINATES (ANGSTROEM)
C: -1.4095 -0.7591 2.7756
C: -0.5428 -0.0733 1.6709
C: -1.3999 1.0287 1.0134
H: -2.1732 -1.3264 2.2903
H: -1.6991 -0.1478 3.6214
H: -0.7940 -1.5358 3.3542
H: 0.2596 0.3400 2.2096
H: -0.1246 -0.8936 0.8615
H: -2.4446 0.7246 0.6155
H: -1.5924 1.6734 1.6837
H: -0.7657 1.3277 0.1646
C: 1.4284 0.0582 -1.9783
C: 1.8125 -0.2305 -3.3566
H: 0.5492 0.5666 -1.7495
H: 1.4391 -0.7566 -1.2925
H: 2.1380 0.7706 -1.5118
H: 2.2723 -1.2405 -3.3120
H: 2.5805 0.5296 -3.5984
H: 1.0227 -0.1758 -4.0862

Löwdin atomic charge list, values in e, 5 entries:
1. C -0.14
2. C -0.30
3. C -0.11
4. H 0.05
5. H 0.06



The following is a quantum chemistry calculation of a single C2H6N2S molecule, from OMol25.

As for the lowest unoccupied orbital energy: 0.87 eV. The HOMO energy comes out at -8.087 eV. The calculation puts the relative energy (zero: lowest compared OMol25 entry of this formula, charge and spin) at 156.5 kJ/mol. As for the total charge: 0.

CARTESIAN COORDINATES (ANGSTROEM)
C: -1.2586 -1.9358 -0.0201
S: -0.9565 -0.1272 0.0329
C: 0.7766 -0.2852 -0.1766
N: 1.6160 0.7164 -0.0068
N: 1.0841 1.9328 0.2089
H: -0.6604 -2.3612 0.8164
H: -2.3583 -2.1161 0.0148
H: -0.7735 -2.1779 -0.9533
H: 1.1590 -1.2095 -0.4154
H: 1.7609 2.6558 0.0071
H: 0.1671 2.0257 -0.2295

Löwdin atomic charge list, values in e, 5 entries:
1. C -0.39
2. S 0.81
3. C -0.52
4. N -0.13
5. N -0.04



The following is a quantum chemistry calculation of a molecular structure, C27H66AlN7O7PS2, from OMol25.

As for the lowest unoccupied orbital energy: 1.97 eV. The HOMO energy comes out at -3.782 eV. As for the total charge: -1.

CARTESIAN COORDINATES (ANGSTROEM)
C: 2.9550 -2.6824 -1.5134
P: 1.9811 -2.7759 -3.1129
C: 2.5287 -1.2556 -4.0591
Al: -0.2628 -2.5379 -2.4289
C: -0.9209 -4.3380 -1.7701
S: -0.2679 -1.0619 -0.6579
C: -1.5010 -1.9330 -3.9070
C: -2.9474 -1.8330 -3.4252
C: -3.2501 -0.5583 -2.6400
S: -2.9068 0.9796 -3.5252
H: 3.9788 -3.0212 -1.6365
H: 2.9069 -1.6673 -1.1241
H: 2.4189 -3.3186 -0.8163
H: 1.8572 -0.4026 -3.9929
H: 3.4861 -0.9354 -3.6483
H: 2.7185 -1.4938 -5.0991
H: -0.4375 -4.6060 -0.8332
H: -2.0042 -4.3432 -1.6668
H: -0.5931 -5.0923 -2.4828
H: -1.2668 -1.4014 0.1708
H: -1.1866 -0.9946 -4.3607
H: -1.4794 -2.6855 -4.6999
H: -3.1910 -2.6864 -2.7947
H: -3.6491 -1.8577 -4.2656
H: -2.7592 -0.5790 -1.6745
H: -4.3195 -0.5397 -2.4385
H: -1.7224 1.3328 -3.0069
C: -3.8503 -0.0851 2.0061
O: -4.4852 -0.9392 2.6038
N: -3.4361 1.0714 2.5508
C: -2.6788 2.0643 1.8039
C: -3.7583 1.3291 3.9393
H: -3.5552 -0.1967 0.9490
H: -1.7164 2.2256 2.2742
H: -3.2380 3.0060 1.7795
H: -2.5115 1.7214 0.7855
H: -3.3323 0.5513 4.5757
H: -4.8404 1.3267 4.0830
H: -3.3551 2.2963 4.2300
C: 1.4058 1.1204 1.5568
O: 0.2603 1.5382 1.6060
N: 2.4953 1.8936 1.4255
C: 3.8309 1.3248 1.3821
C: 2.3291 3.3306 1.3389
H: 1.6410 0.0483 1.6192
H: 4.4167 1.7017 2.2216
H: 4.3313 1.5990 0.4503
H: 3.7739 0.2417 1.4505
H: 1.8299 3.7060 2.2339
H: 1.7131 3.5854 0.4748
H: 3.3043 3.8019 1.2444
C: -7.9297 3.4734 -2.0704
O: -8.5753 4.1560 -1.2892
N: -6.9096 2.6727 -1.7304
C: -6.1741 1.8918 -2.7159
C: -6.5264 2.5864 -0.3326
H: -8.1358 3.4655 -3.1546
H: -6.2600 0.8304 -2.4738
H: -5.1224 2.1766 -2.7009
H: -6.5713 2.0659 -3.7124
H: -7.3650 2.2287 0.2663
H: -6.2400 3.5710 0.0403
H: -5.6882 1.9015 -0.2295
C: -4.8985 4.0592 -6.1580
O: -5.5937 3.1755 -5.6996
N: -4.3852 5.0708 -5.4299
C: -3.5565 6.1023 -6.0160
C: -4.6765 5.1101 -4.0056
H: -4.6162 4.1012 -7.2248
H: -2.5700 6.1054 -5.5474
H: -4.0175 7.0829 -5.8752
H: -3.4366 5.9211 -7.0821
H: -4.3110 4.2014 -3.5249
H: -5.7537 5.1713 -3.8435
H: -4.1937 5.9761 -3.5595
C: 2.9598 -6.3938 -2.3106
O: 1.8805 -5.9953 -1.9420
N: 3.9862 -6.7048 -1.4793
C: 5.2634 -7.1682 -1.9710
C: 3.7811 -6.5551 -0.0508
H: 3.2102 -6.5256 -3.3784
H: 5.4852 -8.1640 -1.5767
H: 6.0594 -6.4837 -1.6661
H: 5.2445 -7.2184 -3.0578
H: 2.9546 -7.1868 0.2785
H: 3.5295 -5.5198 0.1843
H: 4.6886 -6.8379 0.4788
C: 7.1893 2.6870 4.3528
O: 6.3332 2.9835 3.5407
N: 7.0449 1.7714 5.3276
C: 8.1089 1.4781 6.2629
C: 5.7781 1.0553 5.4427
H: 8.1857 3.1653 4.3567
H: 8.3937 0.4259 6.1919
H: 7.7814 1.6858 7.2845
H: 8.9801 2.0923 6.0429
H: 5.5673 0.5090 4.5305
H: 4.9686 1.7673 5.6068
H: 5.8269 0.3607 6.2777
C: 2.6525 -1.2148 3.8299
O: 3.6956 -0.6182 4.0504
N: 1.7269 -1.5145 4.7538
C: 0.5012 -2.2145 4.4097
C: 1.9619 -1.1170 6.1289
H: 2.3762 -1.5579 2.8201
H: -0.3649 -1.5979 4.6553
H: 0.4379 -3.1537 4.9632
H: 0.4819 -2.4315 3.3439
H: 2.0766 -0.0338 6.1921
H: 2.8781 -1.5780 6.5021
H: 1.1225 -1.4286 6.7452

Löwdin atomic charge list, values in e, 5 entries:
1. C -0.41
2. P 0.72
3. C -0.40
4. Al -0.13
5. C -0.22



The following is a quantum chemistry calculation of a single C5H6O2 molecule, from OMol25.

As for the lowest unoccupied orbital energy: 0.78 eV. The HOMO energy comes out at -8.158 eV. The calculation puts the relative energy (zero: lowest compared OMol25 entry of this formula, charge and spin) at 425.0 kJ/mol. As for the total charge: 0.

CARTESIAN COORDINATES (ANGSTROEM)
C: -0.7134 -0.2129 -1.1489
C: 0.1433 0.7570 -1.5013
O: 0.8917 1.4246 -0.5524
C: 1.0143 1.0077 0.6888
C: 0.2435 0.3781 1.7168
O: -0.5190 -0.8654 1.5167
C: -0.6596 -1.2815 0.0172
H: -1.2586 -0.6517 -1.9031
H: 0.0181 1.2708 -2.4225
H: 1.7470 1.5871 1.1152
H: 0.5440 0.4300 2.7810
H: -1.5192 -1.7183 -0.2015
H: 0.0677 -2.1256 -0.1059

Löwdin atomic charge list, values in e, 5 entries:
1. C -0.02
2. C -0.09
3. O -0.02
4. C -0.15
5. C -0.02



The following is a quantum chemistry calculation of a gas-phase ion, C10H15N4 (charge +1), from OMol25.

As for the lowest unoccupied orbital energy: -4.09 eV. The HOMO energy comes out at -11.839 eV. The calculation puts the relative energy (zero: lowest compared OMol25 entry of this formula, charge and spin) at 258.5 kJ/mol. As for the total charge: +1.

CARTESIAN COORDINATES (ANGSTROEM)
H: -3.8093 -1.7827 0.1218
N: -2.8210 -2.0057 -0.1831
C: -1.8917 -1.5177 0.5017
N: -1.8749 -0.7913 1.6879
N: -0.6085 -1.8361 -0.0637
C: 0.6963 -1.2176 -0.2361
C: 1.8304 -2.0959 -0.1616
C: 3.0843 -1.4757 -0.0104
C: 3.2116 -0.1027 0.0170
C: 2.1070 0.7525 -0.2327
C: 0.8973 0.1857 -0.4277
C: -0.2885 1.0542 -0.6999
C: -1.1646 0.5155 -1.7851
N: -0.6735 2.1883 -0.2424
C: -0.2007 2.7772 1.0106
H: -0.9515 -0.8158 2.1596
H: -2.7047 -0.7551 2.2780
H: -0.6836 -2.7588 -0.5244
H: 1.7295 -3.2063 -0.0929
H: 3.9078 -2.0775 0.0209
H: 4.1535 0.3585 0.2952
H: 2.0860 1.7631 -0.2710
H: -0.5277 -0.2021 -2.3533
H: -1.5823 1.2807 -2.3744
H: -2.1398 0.0319 -1.3218
H: -1.3599 2.6570 -0.8382
H: 0.0280 2.0600 1.7448
H: 0.6349 3.5915 0.7795
H: -1.0846 3.4250 1.2018

Löwdin atomic charge list, values in e, 5 entries:
1. H 0.09
2. N 0.12
3. C -0.58
4. N 0.14
5. N 0.08



The following is a quantum chemistry calculation of a gas-phase ion, C7H12ClN2S (charge +1), from OMol25.

As for the lowest unoccupied orbital energy (spin up / spin down): -3.91 / -4.22 eV. The HOMO energy (spin up / spin down) comes out at -12.354 / -11.784 eV. The calculation puts the relative energy (zero: lowest compared OMol25 entry of this formula, charge and spin) at 480.8 kJ/mol. As for the total charge: +1.

CARTESIAN COORDINATES (ANGSTROEM)
C: 1.4045 -0.4907 0.4617
C: -0.0122 -0.9294 -2.0005
C: 0.5321 0.7919 0.1737
C: -1.6486 0.7409 -0.9395
C: 1.0507 -1.7034 -1.6578
C: -0.9832 0.5844 0.2745
C: -1.5734 1.6302 1.2345
N: 1.6861 -1.4808 -0.3845
N: 2.1014 -0.4269 1.5970
S: -1.1193 -1.1227 1.1363
Cl: 1.1780 1.4273 -1.3822
H: -0.3416 -0.8520 -3.0118
H: -1.3505 1.4475 -1.7427
H: 0.8210 1.5776 0.8484
H: -2.5086 0.2071 -1.0782
H: 1.2441 -2.4833 -2.3772
H: -1.0005 1.5308 2.1250
H: -2.6334 1.3315 1.6755
H: -1.8296 2.6722 0.8250
H: 2.3929 -2.1463 -0.1567
H: 2.0846 0.5345 2.0560
H: 2.6772 -1.1967 2.0624
H: -2.1719 -1.6438 0.2612

Löwdin atomic charge list, values in e, 5 entries:
1. C -0.42
2. C 0.03
3. C -0.57
4. C 0.02
5. C -0.16